Version a
A 2-piece molecular cluster, C11H15N overall. Source: the OMol25 dataset; level of theory: ωB97M-V/def2-TZVPD.

CARTESIAN COORDINATES (ANGSTROEM)
1 C -3.523 -1.461 -0.822
2 C -2.152 -1.052 -0.293
3 H -4.108 -0.560 -1.006
4 H -3.463 -2.082 -1.716
5 H -4.037 -1.986 -0.022
6 H -1.559 -0.623 -1.103
7 H -1.505 -1.869 0.034
8 H -2.250 -0.335 0.513
9 C -0.265 1.515 2.641
10 C 1.266 -0.417 -0.164
11 C 0.482 0.657 0.271
12 C 0.422 0.563 1.698
13 C 1.177 -0.504 2.056
14 C 1.474 -0.721 -1.508
15 C 1.004 0.200 -2.412
16 C 0.030 1.614 -0.655
17 C 0.362 1.378 -1.971
18 N 1.685 -1.121 0.935
19 H 2.175 -1.992 0.864
20 H 2.042 -1.603 -1.781
21 H 1.441 -0.919 3.014
22 H 0.973 0.055 -3.486
23 H -0.460 2.493 -0.248
24 H -0.790 0.897 3.384
25 H -1.009 2.136 2.168
26 H 0.047 2.091 -2.720
27 H 0.447 2.091 3.222

Values from the calculation:
gap between HOMO and LUMO = 8.7340 eV
SMILES = Cc1c[nH]c2ccccc12.CC
2S+1 = 1
HOMO = -7.8 eV
lowest unoccupied orbital energy = 0.9 eV

Version b
A 2-piece molecular cluster, C11H15N overall. Source: the OMol25 dataset; level of theory: ωB97M-V/def2-TZVPD.

CARTESIAN COORDINATES (ANGSTROEM)
1 C 0.510 1.613 2.415
2 C -0.494 1.063 1.424
3 C -1.651 0.362 1.588
4 C -0.265 1.347 0.008
5 C -1.365 0.754 -0.642
6 C 0.844 1.776 -0.735
7 C -1.391 0.634 -2.046
8 C 0.815 1.720 -2.086
9 C -0.371 1.227 -2.730
10 N -2.166 0.165 0.321
11 H 0.290 2.678 2.459
12 H 1.578 1.442 2.256
13 H -1.861 -0.056 2.558
14 H -2.951 -0.422 0.096
15 H 1.777 2.042 -0.244
16 H -2.258 0.231 -2.557
17 H 1.572 2.123 -2.742
18 H -0.474 1.499 -3.775
19 H 0.370 1.107 3.369
20 C 1.347 -3.311 0.101
21 C 0.484 -2.020 0.157
22 H 2.411 -3.076 0.137
23 H 1.155 -3.931 0.977
24 H 1.104 -3.851 -0.813
25 H 0.744 -1.477 1.064
26 H -0.564 -2.288 0.080
27 H 0.810 -1.355 -0.639

Values from the calculation:
gap between HOMO and LUMO = 8.7716 eV
SMILES = Cc1c[nH]c2ccccc12.CC
2S+1 = 1
HOMO = -7.9 eV
lowest unoccupied orbital energy = 0.9 eV

Version c
A 2-piece molecular cluster, C11H15N overall. Source: the OMol25 dataset; level of theory: ωB97M-V/def2-TZVPD.

CARTESIAN COORDINATES (ANGSTROEM)
1 C 0.285 0.789 -4.800
2 C -0.040 0.455 -3.310
3 H 1.147 0.244 -5.078
4 H -0.678 0.607 -5.326
5 H 0.553 1.979 -5.029
6 H 0.788 0.742 -2.636
7 H -0.171 -0.622 -3.123
8 H -0.831 1.028 -2.964
9 C 1.060 -2.794 1.296
10 C 0.163 0.741 0.690
11 C -0.136 -0.535 1.207
12 C 0.981 -1.401 0.925
13 C 1.923 -0.635 0.182
14 C -1.863 1.514 1.420
15 C -0.610 1.800 0.889
16 C -2.281 0.284 1.853
17 C -1.404 -0.786 1.831
18 N 1.473 0.703 0.094
19 H -2.484 2.437 1.472
20 H -0.445 2.795 0.635
21 H -3.359 0.307 2.091
22 H -1.458 -1.826 2.088
23 H 2.000 1.473 -0.337
24 H 2.720 -1.052 -0.217
25 H 1.391 -3.020 2.294
26 H 1.930 -3.327 0.896
27 H 0.114 -3.282 1.480

Values from the calculation:
gap between HOMO and LUMO = 8.3562 eV
SMILES = Cc1c[nH]c2ccccc12.CC
2S+1 = 1
HOMO = -7.5 eV
lowest unoccupied orbital energy = 0.9 eV

According to the calculations, the structures order from most to least stable as version a, version b, version c.

Version a
A 2-piece molecular cluster, C4H9NOS overall. Source: the OMol25 dataset; level of theory: ωB97M-V/def2-TZVPD.

CARTESIAN COORDINATES (ANGSTROEM)
1 C -1.044 -0.062 0.135
2 C -0.739 1.373 -0.168
3 C -2.410 -0.384 0.468
4 C 3.403 -0.847 -0.681
5 N -0.124 -0.936 0.047
6 O 2.535 1.278 0.261
7 S 2.428 -0.122 0.366
8 H 0.311 1.552 -0.016
9 H -1.234 1.579 -1.112
10 H -1.401 1.983 0.647
11 H -3.034 0.366 0.034
12 H -2.598 -0.342 1.546
13 H -2.737 -1.420 0.044
14 H 3.075 -1.871 -0.657
15 H 4.011 -0.287 -1.300
16 H -0.443 -1.859 0.386

Values from the calculation:
gap between HOMO and LUMO = 9.7071 eV
2S+1 = 1
HOMO = -8.9 eV
lowest unoccupied orbital energy = 0.8 eV

Version b
C4H9NOS as an isolated structure. Source: the OMol25 dataset; level of theory: ωB97M-V/def2-TZVPD.

CARTESIAN COORDINATES (ANGSTROEM)
1 C -0.563 -0.114 0.445
2 N 0.517 0.439 1.093
3 C 0.350 1.653 1.800
4 O 1.170 2.503 1.924
5 C -0.444 -1.542 0.051
6 C -0.548 -1.983 -1.200
7 S 1.248 1.185 -1.812
8 H -1.484 0.009 1.022
9 H -0.635 0.627 -0.620
10 H 1.388 0.511 0.533
11 H -0.679 1.686 2.190
12 H -0.520 -2.301 0.816
13 H -1.217 0.991 -1.059
14 H -0.593 -3.016 -1.492
15 H -0.466 -1.276 -2.028
16 H 2.477 0.629 -1.662

Values from the calculation:
gap between HOMO and LUMO = 5.2102 eV
2S+1 = 1
HOMO = -7.4 eV
lowest unoccupied orbital energy = -2.2 eV

According to the calculations, the structures order from most to least stable as version a, version b.

Version a
A single C4H9NOS molecule. Source: the OMol25 dataset; level of theory: ωB97M-V/def2-TZVPD.

CARTESIAN COORDINATES (ANGSTROEM)
1 C 1.699 -1.015 -1.156
2 C 0.821 0.182 -1.247
3 C 1.587 1.434 -1.652
4 C -0.777 -0.148 0.571
5 H 2.644 -0.922 -0.596
6 H 1.171 -1.883 -0.729
7 H 2.050 -1.259 -2.171
8 H 0.029 -0.028 -1.958
9 H 1.926 1.275 -2.698
10 H 0.873 2.282 -1.696
11 H 2.390 1.684 -0.940
12 H -2.060 -1.653 0.315
13 H -1.005 -1.305 -1.076
14 N -1.349 -1.115 -0.152
15 O 0.270 0.478 0.025
16 S -1.295 0.192 2.082

Values from the calculation:
gap between HOMO and LUMO = 8.9695 eV
SMILES = CC(C)OC(N)=S
2S+1 = 1
HOMO = -8.3 eV
lowest unoccupied orbital energy = 0.7 eV

Version b
A single C4H9NOS molecule. Source: the OMol25 dataset; level of theory: ωB97M-V/def2-TZVPD.

CARTESIAN COORDINATES (ANGSTROEM)
1 C -0.668 0.449 -0.522
2 C -1.772 1.167 0.177
3 C 0.306 -1.457 -1.564
4 C 1.320 -0.333 1.318
5 N -0.768 -0.628 -1.133
6 O 0.894 2.301 0.884
7 S 1.181 1.069 0.141
8 H -1.407 2.132 0.564
9 H -1.847 0.651 1.088
10 H -2.709 1.300 -0.454
11 H 0.807 -1.872 -0.725
12 H 0.892 -0.734 -2.052
13 H -0.265 -2.122 -2.232
14 H 2.117 -0.861 0.833
15 H 0.461 -0.882 1.248
16 H 1.458 -0.181 2.429

Values from the calculation:
gap between HOMO and LUMO = 8.9562 eV
2S+1 = 1
HOMO = -8.3 eV
lowest unoccupied orbital energy = 0.7 eV

According to the calculations, the structures order from most to least stable as version a, version b.

Version a
A single C4H9NOS molecule. Source: the OMol25 dataset; level of theory: ωB97M-V/def2-TZVPD.

CARTESIAN COORDINATES (ANGSTROEM)
1 C 1.275 -0.236 -0.226
2 C 1.436 -1.455 0.630
3 C 1.477 -0.144 1.259
4 C -1.914 0.578 0.382
5 N -0.380 1.424 -1.799
6 O -0.902 -1.021 -1.636
7 S -0.492 0.001 -0.721
8 H 0.550 -2.084 0.919
9 H 2.220 -2.075 0.481
10 H 2.506 0.234 1.525
11 H 0.769 0.172 1.943
12 H -2.949 0.569 0.185
13 H -1.642 -0.275 1.048
14 H -1.486 1.486 0.855
15 H -0.950 1.203 -2.562
16 H 0.480 1.622 -2.284

Values from the calculation:
gap between HOMO and LUMO = 8.7652 eV
SMILES = C[S@](N)(=O)=C1CC1
2S+1 = 1
HOMO = -8.3 eV
lowest unoccupied orbital energy = 0.5 eV

Version b
A 2-piece molecular cluster, C4H9NOS overall. Source: the OMol25 dataset; level of theory: ωB97M-V/def2-TZVPD.

CARTESIAN COORDINATES (ANGSTROEM)
1 C 0.897 0.424 2.022
2 C 0.569 1.047 3.042
3 C 2.032 -0.832 0.193
4 C -2.142 -0.005 -2.781
5 N 0.989 -0.319 1.083
6 O -1.434 0.109 -0.233
7 S -1.593 -1.102 -1.431
8 H -0.560 -0.005 0.192
9 H 0.548 0.576 4.066
10 H 0.233 2.091 2.874
11 H 2.218 -1.870 0.450
12 H 2.999 -0.111 0.337
13 H 1.699 -0.723 -0.835
14 H -2.252 -0.438 -3.828
15 H -1.200 0.611 -2.697
16 H -3.002 0.548 -2.457

Values from the calculation:
gap between HOMO and LUMO = 8.8859 eV
SMILES = C=C=NC.CSO
2S+1 = 1
HOMO = -8.1 eV
lowest unoccupied orbital energy = 0.8 eV

According to the calculations, the structures order from most to least stable as version b, version a.

Version a
A 2-piece molecular cluster, C4H9NOS overall. Source: the OMol25 dataset; level of theory: ωB97M-V/def2-TZVPD.

CARTESIAN COORDINATES (ANGSTROEM)
1 C 0.035 -0.568 1.898
2 C 1.924 -0.352 0.331
3 C -0.308 0.559 -0.273
4 C 0.500 -0.243 0.755
5 N -2.385 -2.433 -1.060
6 O -0.197 -3.128 -0.235
7 S -1.575 -2.898 0.127
8 H -1.004 -0.263 2.171
9 H -3.473 -2.252 -0.910
10 H 0.450 -1.221 2.664
11 H 2.282 -1.304 0.718
12 H 2.422 0.418 0.820
13 H 1.895 -0.256 -0.740
14 H -1.383 0.882 0.105
15 H 0.315 1.421 -0.513
16 H -0.315 -0.135 -1.176

Values from the calculation:
gap between HOMO and LUMO = 9.0332 eV
2S+1 = 1
HOMO = -9.4 eV
lowest unoccupied orbital energy = -0.4 eV

Version b
A 2-piece molecular cluster, C4H9NOS overall. Source: the OMol25 dataset; level of theory: ωB97M-V/def2-TZVPD.

CARTESIAN COORDINATES (ANGSTROEM)
1 C 2.344 -0.994 0.206
2 C 2.749 -2.059 0.587
3 C -0.125 1.769 -1.239
4 C -1.064 -0.405 1.535
5 N -1.249 1.000 -0.733
6 O -2.042 -1.368 -0.704
7 S -0.834 -0.652 -0.274
8 H 2.079 -0.105 -0.284
9 H -1.986 1.031 -1.338
10 H 3.029 -3.080 0.726
11 H 0.528 1.912 -0.254
12 H -0.493 2.575 -1.771
13 H 0.563 1.203 -2.030
14 H -0.869 0.783 1.666
15 H -2.227 -0.559 1.779
16 H -0.404 -1.049 2.125

Values from the calculation:
gap between HOMO and LUMO = 9.7478 eV
2S+1 = 1
HOMO = -8.9 eV
lowest unoccupied orbital energy = 0.9 eV

Version c
A single C4H9NOS molecule. Source: the OMol25 dataset; level of theory: ωB97M-V/def2-TZVPD.

CARTESIAN COORDINATES (ANGSTROEM)
1 C 1.108 -0.952 0.238
2 C 1.824 0.352 0.705
3 C -2.656 -0.539 -0.100
4 C 2.186 1.180 -0.291
5 N -1.381 1.432 0.923
6 O -0.229 -0.964 0.503
7 S -1.092 0.397 -0.175
8 H 1.579 -1.809 0.876
9 H 1.339 -1.258 -0.795
10 H 1.924 0.486 1.711
11 H -2.160 -1.491 -0.527
12 H -2.897 -0.620 0.991
13 H -3.486 0.077 -0.649
14 H 2.150 0.833 -1.264
15 H 2.351 2.197 -0.076
16 H -0.890 2.297 0.990

Values from the calculation:
gap between HOMO and LUMO = 9.7706 eV
2S+1 = 1
HOMO = -8.9 eV
lowest unoccupied orbital energy = 0.9 eV

According to the calculations, the structures order from most to least stable as version a, version c, version b.

Version a
A single C4H9NOS molecule. Source: the OMol25 dataset; level of theory: ωB97M-V/def2-TZVPD.

CARTESIAN COORDINATES (ANGSTROEM)
1 O -1.094 1.237 -2.002
2 C -1.783 1.178 -0.967
3 N -1.482 0.431 0.175
4 C 0.000 0.060 0.343
5 C 0.751 -0.620 -0.826
6 S 2.359 0.382 -0.781
7 C 0.458 -0.765 1.671
8 H -2.833 1.529 -0.893
9 H -2.190 0.336 0.935
10 H 0.218 0.950 0.906
11 H 0.353 -0.546 -1.835
12 H 0.877 -1.783 -0.658
13 H 2.713 -0.079 -1.965
14 H 0.416 -1.844 1.837
15 H 1.479 -0.191 1.773
16 H -0.242 -0.276 2.286

Values from the calculation:
gap between HOMO and LUMO = 9.7539 eV
SMILES = C[C@@H](CS)NC=O
2S+1 = 1
HOMO = -9.0 eV
lowest unoccupied orbital energy = 0.8 eV

Version b
A 2-piece molecular cluster, C4H9NOS overall. Source: the OMol25 dataset; level of theory: ωB97M-V/def2-TZVPD.

CARTESIAN COORDINATES (ANGSTROEM)
1 O -0.769 -2.740 0.019
2 C -0.168 -2.155 0.876
3 N 0.142 -0.826 0.810
4 C -0.247 0.005 -0.288
5 C 0.008 -0.375 -1.609
6 S -0.863 2.538 1.490
7 C 0.783 1.079 -0.691
8 H 0.176 -2.589 1.826
9 H 0.333 -0.260 1.628
10 H -1.200 0.465 -0.005
11 H 0.806 -1.079 -1.805
12 H -0.693 -0.070 -2.373
13 H -1.408 1.677 2.367
14 H 0.971 1.712 0.235
15 H 1.758 0.795 -1.104
16 H 0.371 1.824 -1.377

Values from the calculation:
gap between HOMO and LUMO = 5.5061 eV
2S+1 = 1
HOMO = -7.2 eV
lowest unoccupied orbital energy = -1.7 eV

According to the calculations, the structures order from most to least stable as version a, version b.